1.
110
Properties=species:S:1:pos:R:3:lowdin_charge:R:1 method="wB97M-V/def2-TZVPD" total_energy_ha=-3326.65415 lumo_energy_ha=0.015 e_homo_ha=-0.3503
C 1.8031 -0.2022 -4.0755 -0.067
C 2.4137 1.2552 -4.0164 -0.474
O 1.4773 2.1802 -3.4719 -0.076
C 3.8007 1.2381 -3.2983 -0.214
Si 3.6643 1.3060 -1.3857 0.497
O 2.7851 -0.0037 -0.7473 -0.384
Si 1.1376 0.2795 -0.4628 0.485
N 0.6868 1.9903 -0.2721 -0.036
C 0.9282 2.4115 0.8265 -0.886
S 1.6614 3.2377 1.9894 0.677
C 5.4833 1.2653 -0.7503 -0.732
Cl 5.8927 2.9663 -0.1848 0.523
C 5.7172 0.3220 0.4670 -0.797
C 5.8677 -1.1932 0.0593 -0.111
Cl 4.5415 0.5674 1.8263 0.593
H 1.9090 -0.5789 -5.1136 0.083
H 0.7431 -0.1890 -3.7434 0.063
H 2.3752 -0.9000 -3.4162 0.065
H 2.5540 1.5407 -5.0936 0.133
H 1.7514 3.0967 -3.6253 0.104
H 4.4510 0.3983 -3.6422 0.092
H 4.3225 2.1944 -3.5825 0.093
H 3.1454 2.6296 -1.0454 0.016
H 0.8043 -0.4358 0.7847 -0.010
H 0.2937 -0.2980 -1.5080 -0.021
H 6.1974 1.0298 -1.5737 0.080
H 6.7147 0.5976 0.8879 0.086
H 6.4314 -1.6714 0.8960 0.081
H 4.8928 -1.6813 -0.1329 0.072
H 6.5601 -1.2420 -0.8168 0.085
C 5.4806 3.6228 4.4137 -0.111
C 5.1081 3.5088 5.8876 -0.267
C 3.7221 4.0695 6.2055 -0.228
C 3.5455 5.5650 5.9344 -0.230
C 4.5221 6.4812 6.6720 -0.272
C 4.3963 6.4022 8.1892 -0.115
H 5.5320 4.6642 4.0893 0.068
H 6.4604 3.1738 4.2366 0.071
H 4.7540 3.1004 3.7867 0.047
H 5.8707 4.0009 6.4987 0.098
H 5.1256 2.4516 6.1693 0.104
H 3.4911 3.8597 7.2546 0.101
H 2.9753 3.5222 5.6200 0.105
H 2.5223 5.8462 6.2064 0.109
H 3.6311 5.7536 4.8596 0.100
H 4.3289 7.5121 6.3604 0.103
H 5.5513 6.2590 6.3761 0.098
H 3.3842 6.6596 8.5104 0.074
H 5.0873 7.1035 8.6623 0.068
H 4.6334 5.4043 8.5628 0.065
C -2.1720 -6.2553 -4.9420 -0.113
C -0.9393 -6.4698 -4.0728 -0.270
C -0.8783 -5.5154 -2.8806 -0.225
C -0.7859 -4.0310 -3.2410 -0.227
C 0.4046 -3.6442 -4.1181 -0.263
C 1.7517 -3.9071 -3.4563 -0.112
H -2.1800 -5.2587 -5.3882 0.064
H -2.1933 -6.9822 -5.7570 0.070
H -3.0857 -6.3801 -4.3560 0.072
H -0.0366 -6.3816 -4.6846 0.099
H -0.9524 -7.4965 -3.6950 0.104
H -0.0267 -5.7924 -2.2513 0.101
H -1.7688 -5.6651 -2.2605 0.109
H -0.7423 -3.4521 -2.3114 0.107
H -1.7079 -3.7202 -3.7433 0.091
H 0.3318 -2.5768 -4.3452 0.082
H 0.3582 -4.1660 -5.0784 0.102
H 1.8351 -3.3616 -2.5124 0.070
H 2.5623 -3.5756 -4.1099 0.069
H 1.9038 -4.9693 -3.2558 0.067
C -2.7424 -0.3684 1.8021 -0.105
C -2.7785 1.1190 2.1371 -0.265
C -2.2442 1.4383 3.5332 -0.229
C -3.0323 0.8205 4.6900 -0.229
C -4.5152 1.1895 4.7388 -0.273
C -4.7605 2.6819 4.9298 -0.114
H -3.3800 -0.9501 2.4707 0.067
H -3.0981 -0.5323 0.7818 0.062
H -1.7234 -0.7576 1.8703 0.063
H -3.7985 1.4968 2.0208 0.100
H -2.1680 1.6547 1.4031 0.092
H -2.2100 2.5253 3.6551 0.102
H -1.2054 1.0973 3.6021 0.106
H -2.5605 1.1257 5.6302 0.110
H -2.9430 -0.2696 4.6514 0.101
H -4.9762 0.6519 5.5729 0.103
H -5.0241 0.8459 3.8337 0.098
H -4.2935 3.0391 5.8506 0.075
H -5.8320 2.8828 4.9970 0.069
H -4.3682 3.2659 4.0951 0.065
C -4.0951 -0.5748 -3.0835 -0.110
C -5.2773 -1.3706 -2.5402 -0.266
C -5.2502 -2.8446 -2.9435 -0.227
C -5.3362 -3.1124 -4.4479 -0.233
C -6.5683 -2.5362 -5.1457 -0.271
C -7.8806 -3.1168 -4.6314 -0.113
H -4.0894 -0.5537 -4.1751 0.066
H -4.1437 0.4592 -2.7346 0.070
H -3.1483 -1.0003 -2.7412 0.066
H -6.2132 -0.9028 -2.8596 0.099
H -5.2626 -1.3112 -1.4476 0.100
H -6.0690 -3.3625 -2.4344 0.102
H -4.3277 -3.2986 -2.5644 0.101
H -5.3144 -4.1964 -4.6056 0.105
H -4.4397 -2.7210 -4.9393 0.098
H -6.4892 -2.7503 -6.2158 0.104
H -6.5858 -1.4467 -5.0513 0.099
H -7.9009 -4.2024 -4.7529 0.075
H -8.7220 -2.7007 -5.1898 0.069
H -8.0392 -2.8847 -3.5766 0.065

---

2.
130
Properties=species:S:1:pos:R:3:lowdin_charge:R:1 method="wB97M-V/def2-TZVPD" total_charge=+1 total_energy_ha=-4560.01575 lumo_energy_ha=-0.100 e_homo_ha=-0.4259
O 0.9038 -1.9737 2.1810 0.058
C -0.2079 -1.6524 2.0424 -0.799
I -1.3940 -2.5295 0.4594 1.009
C -0.8518 -0.6338 2.9874 -0.063
C -1.7604 0.2889 2.2412 -0.336
N -2.9124 0.7029 2.7440 0.228
C -3.4601 1.4982 1.7906 -0.276
N -4.6349 2.0844 1.9047 0.117
C -5.3046 2.9187 0.9058 -0.134
C -5.9334 2.0292 -0.1979 -0.142
C -7.2991 2.5170 -0.6422 -0.199
F -8.0792 2.8203 0.4637 -0.046
N -2.6169 1.5770 0.7441 -0.051
O -2.6628 2.2513 -0.4229 0.113
N -1.5373 0.7942 1.0292 0.177
H -0.0830 -0.0662 3.5101 0.144
H -1.4603 -1.1398 3.7362 0.139
H -5.1257 1.9008 2.7653 0.168
H -6.0624 3.5349 1.3770 0.126
H -4.5730 3.5946 0.4666 0.118
H -5.2510 1.9290 -1.0404 0.106
H -6.0648 1.0445 0.2551 0.116
H -7.2675 3.3547 -1.3389 0.120
H -7.7994 1.6960 -1.1595 0.123
H -2.6939 1.6141 -1.1586 0.156
H -0.7396 0.6269 0.4307 0.180
O 2.0491 1.6836 -2.1606 -0.231
P 3.3202 2.2526 -1.6530 0.520
O 3.4439 1.7463 -0.1160 -0.207
C 3.5165 0.3368 0.1335 -0.281
C 4.8416 -0.2678 -0.2826 -0.067
O 2.8787 3.8141 -1.4185 -0.227
C 1.8469 4.4095 -2.2077 -0.280
C 0.5766 4.5552 -1.3950 -0.066
O 4.8437 2.6019 -1.9287 -0.191
C 5.5596 3.7263 -1.3831 -0.242
C 5.9035 3.5825 0.0807 -0.066
H 2.6838 -0.1618 -0.3727 0.103
H 3.3771 0.2018 1.2068 0.114
H 4.9856 -0.1907 -1.3639 0.078
H 4.8883 -1.3205 -0.0052 0.075
H 5.6716 0.2549 0.1908 0.074
H 1.6669 3.8336 -3.1146 0.095
H 2.2061 5.3943 -2.5129 0.121
H 0.2970 3.6072 -0.9329 0.060
H -0.2505 4.8979 -2.0211 0.065
H 0.7213 5.2752 -0.5884 0.079
H 5.0412 4.6598 -1.5824 0.113
H 6.4841 3.7706 -1.9595 0.123
H 5.0265 3.7154 0.7126 0.075
H 6.6317 4.3460 0.3566 0.085
H 6.3263 2.6008 0.2901 0.073
O -3.7162 3.6186 -4.6503 -0.221
P -3.4180 5.0582 -4.4243 0.536
O -4.3575 5.8145 -5.5187 -0.206
C -5.7783 5.6936 -5.4260 -0.273
C -6.3413 6.4551 -4.2398 -0.076
O -1.9530 5.1559 -5.1480 -0.231
C -1.0587 4.0387 -5.1729 -0.289
C -1.0291 3.4178 -6.5525 -0.066
O -3.1441 6.3481 -3.5109 -0.219
C -2.3016 7.4627 -3.8655 -0.251
C -2.8994 8.3809 -4.9049 -0.064
H -6.0591 4.6383 -5.3766 0.109
H -6.1853 6.0972 -6.3520 0.122
H -5.9832 6.0330 -3.2954 0.065
H -7.4308 6.4144 -4.2419 0.081
H -6.0288 7.4982 -4.2644 0.071
H -1.3316 3.3019 -4.4170 0.099
H -0.0672 4.4182 -4.9141 0.108
H -2.0353 3.1923 -6.9036 0.079
H -0.4442 2.4970 -6.5531 0.080
H -0.5868 4.1097 -7.2699 0.080
H -1.3071 7.1314 -4.1508 0.111
H -2.1748 8.0191 -2.9354 0.120
H -2.8780 7.9311 -5.8960 0.079
H -2.3201 9.3041 -4.9453 0.087
H -3.9336 8.6246 -4.6663 0.073
O -3.7894 -5.7103 1.5461 -0.225
P -4.7557 -6.0273 2.6202 0.523
O -6.1408 -6.4262 1.8868 -0.200
C -6.1682 -7.5649 1.0155 -0.267
C -6.0552 -8.8712 1.7778 -0.074
O -5.1311 -4.5101 3.1401 -0.224
C -4.1875 -3.4585 3.0011 -0.309
C -4.5963 -2.5401 1.8694 -0.132
O -5.0120 -6.6980 4.0386 -0.193
C -5.9371 -6.2269 5.0357 -0.246
C -7.3866 -6.4882 4.7003 -0.065
H -5.3726 -7.4817 0.2713 0.111
H -7.1184 -7.5257 0.4850 0.120
H -5.0864 -8.9526 2.2779 0.075
H -6.1623 -9.7182 1.1006 0.082
H -6.8225 -8.9378 2.5484 0.071
H -3.1828 -3.8517 2.8401 0.078
H -4.1743 -2.9059 3.9454 0.119
H -4.7880 -3.0968 0.9517 0.079
H -3.8201 -1.8014 1.6690 -0.034
H -5.5217 -2.0157 2.1200 0.078
H -5.7641 -5.1810 5.2734 0.111
H -5.6783 -6.7834 5.9373 0.122
H -7.7435 -5.8189 3.9188 0.077
H -7.9982 -6.3205 5.5876 0.085
H -7.5326 -7.5125 4.3610 0.073
O 7.1696 -2.8095 0.9678 -0.218
P 8.4457 -3.0815 1.6644 0.517
O 9.0019 -4.4808 1.0629 -0.199
C 9.3097 -4.5680 -0.3318 -0.271
C 10.5541 -3.7793 -0.6947 -0.076
O 7.9002 -3.6160 3.1142 -0.229
C 6.6418 -3.1814 3.6303 -0.287
C 5.6143 -4.2872 3.5091 -0.073
O 9.8040 -2.4984 2.2580 -0.197
C 10.4874 -2.9967 3.4218 -0.248
C 11.1973 -4.3120 3.2021 -0.066
H 8.4536 -4.2320 -0.9225 0.110
H 9.4638 -5.6241 -0.5496 0.119
H 10.4033 -2.7089 -0.5306 0.073
H 10.8104 -3.9317 -1.7433 0.081
H 11.3992 -4.0840 -0.0783 0.070
H 6.3039 -2.2758 3.1272 0.101
H 6.7969 -2.9309 4.6823 0.116
H 5.5720 -4.6739 2.4914 0.077
H 4.6214 -3.9299 3.7891 0.072
H 5.8775 -5.1229 4.1588 0.077
H 9.8245 -3.0398 4.2814 0.112
H 11.2287 -2.2313 3.6556 0.121
H 10.4939 -5.1412 3.1453 0.077
H 11.8708 -4.5028 4.0386 0.084
H 11.7771 -4.2962 2.2803 0.071

---

3.
121
Properties=species:S:1:pos:R:3:lowdin_charge:R:1 method="wB97M-V/def2-TZVPD" total_charge=-1 total_energy_ha=-3296.33715 lumo_energy_ha=0.056 e_homo_ha=-0.1684
O 2.3301 -0.2980 2.1091 -0.123
C 2.1285 -1.4109 1.1857 -0.237
C 3.4695 -2.1636 0.8605 -0.267
C 3.6093 -2.5142 -0.6970 -0.307
Al 4.5491 -1.0193 -1.7719 0.249
C 3.1783 0.3008 -2.5540 -0.355
C 2.5896 1.2792 -1.4716 -0.337
C 2.1076 2.6318 -2.1874 -0.427
S 1.0733 2.1817 -3.6766 0.835
C -0.6627 2.3346 -3.1237 -1.026
S -1.4336 3.7781 -3.3868 0.650
N -1.3854 1.2654 -2.4523 -0.108
C -1.1920 1.2523 -1.0287 -0.184
C -0.6519 2.4190 -0.2962 -0.039
C -0.4790 2.4136 1.1675 -0.064
C -0.8077 1.2536 1.9837 -0.101
C -1.3687 0.0950 1.2726 -0.081
C -1.5497 0.1060 -0.1642 -0.016
C -1.1785 -0.0256 -3.0894 -0.235
C -0.1735 -1.0173 -2.7462 -0.028
C -0.0113 -2.3045 -3.4398 -0.043
C -0.8871 -2.6010 -4.5674 -0.080
C -1.8851 -1.5962 -4.9485 -0.082
C -2.0615 -0.3312 -4.2350 0.008
H 1.4245 0.0438 2.2478 0.046
H 1.3501 -2.0841 1.6533 0.108
H 1.7450 -0.9986 0.2042 0.092
H 4.3836 -1.6279 1.2277 0.089
H 3.4464 -3.1666 1.3898 0.083
H 2.6067 -2.7970 -1.1454 0.030
H 4.2410 -3.4541 -0.7617 0.031
H 5.3349 -1.7446 -2.9730 -0.104
H 5.5989 -0.1725 -0.9014 -0.100
H 2.4245 -0.3135 -3.1079 0.015
H 3.7562 0.9426 -3.2896 0.045
H 1.6912 0.8875 -0.9241 0.066
H 3.3543 1.5546 -0.6861 0.098
H 3.0250 3.1447 -2.5711 0.076
H 1.5402 3.2748 -1.4694 0.052
H -0.3705 3.3738 -0.7941 0.066
H -0.0841 3.3277 1.6785 0.090
H -0.6638 1.1894 3.0838 0.094
H -1.6492 -0.8509 1.8298 0.085
H -1.9738 -0.7968 -0.6673 0.113
H 0.5156 -0.8184 -1.8850 0.094
H 0.7878 -2.9961 -3.0672 0.095
H -0.7456 -3.5753 -5.0888 0.093
H -2.5449 -1.8229 -5.8237 0.086
H -2.8421 0.3778 -4.6003 0.081
C -4.1098 4.5638 1.4419 -0.139
O -4.3375 3.1899 1.7389 -0.140
H -5.0202 5.1236 1.6522 0.077
H -3.2980 4.9445 2.0661 0.082
H -3.8532 4.6730 0.3873 0.082
H -3.5156 2.7167 1.5433 0.075
C 1.0896 -6.1593 -2.2675 -0.160
O 2.0514 -5.5248 -3.1033 -0.141
H 0.1604 -6.2693 -2.8258 0.075
H 1.4517 -7.1478 -1.9702 0.073
H 0.9089 -5.5482 -1.3807 0.056
H 2.8639 -5.4355 -2.5915 0.073
C -4.5674 -1.6059 2.6857 -0.145
O -3.3989 -2.3728 2.4060 -0.149
H -5.2119 -1.6163 1.8091 0.071
H -5.1019 -2.0416 3.5314 0.072
H -4.2860 -0.5745 2.9148 0.079
H -2.8470 -2.3476 3.1957 0.074
C 1.9904 4.1050 4.0971 -0.156
O 0.7325 3.4860 3.8601 -0.154
H 2.0665 4.9909 3.4673 0.076
H 2.0676 4.4011 5.1472 0.074
H 2.7967 3.4133 3.8470 0.069
H 0.6876 2.7065 4.4260 0.048
C -6.0539 2.3488 4.7196 -0.165
O -4.6979 2.7106 4.5181 -0.146
H -6.2569 2.3358 5.7904 0.072
H -6.7104 3.0799 4.2377 0.073
H -6.2411 1.3535 4.3060 0.064
H -4.5427 2.7153 3.5589 0.026
C 2.5686 0.5847 5.8830 -0.139
O 2.2281 1.1535 4.6283 -0.154
H 1.9485 1.0417 6.6541 0.077
H 2.3853 -0.4931 5.8648 0.079
H 3.6213 0.7777 6.1063 0.079
H 2.7909 0.7317 3.9603 0.070
C 8.7133 -1.7934 -3.6662 -0.168
O 7.9642 -2.7282 -2.9043 -0.166
H 8.4914 -0.7919 -3.3017 0.080
H 9.7845 -1.9911 -3.5525 0.067
H 8.4340 -1.8641 -4.7207 0.075
H 8.1743 -3.6056 -3.2431 0.071
C -1.1083 -4.5623 1.3075 -0.157
O 0.0626 -5.3052 0.9945 -0.135
H -1.7617 -4.5678 0.4371 0.084
H -1.6306 -5.0173 2.1535 0.073
H -0.8375 -3.5310 1.5478 0.056
H 0.6318 -5.2896 1.7716 0.075
C -8.0566 -1.0852 2.0120 -0.162
O -7.6684 -1.2487 3.3709 -0.140
H -7.5401 -0.2176 1.6045 0.081
H -7.7802 -1.9725 1.4363 0.076
H -9.1360 -0.9243 1.9498 0.074
H -8.1360 -2.0198 3.7099 0.077
C -4.3661 8.1767 0.8732 -0.162
O -3.2034 7.4082 0.5976 -0.132
H -5.0054 8.1685 -0.0082 0.080
H -4.9093 7.7414 1.7166 0.071
H -4.0855 9.2075 1.1055 0.073
H -2.6541 7.4292 1.3892 0.078
C 9.8895 -4.7325 -0.3721 -0.176
O 9.7186 -3.4064 0.0976 -0.126
H 10.2041 -5.3611 0.4602 0.072
H 8.9425 -5.1071 -0.7707 0.074
H 10.6578 -4.7517 -1.1512 0.071
H 9.4398 -2.8723 -0.6583 0.061
C -4.9067 1.9788 -6.0748 -0.143
O -4.5117 0.6440 -5.7792 -0.149
H -4.5731 2.6273 -5.2660 0.077
H -4.4465 2.3043 -7.0111 0.078
H -5.9954 2.0352 -6.1570 0.073
H -4.8152 0.0878 -6.5049 0.081